No. 1
ORCA calculation (ωB97M-V/def2-TZVPD) on a cluster of 5 separate species, C20H38O10S2 in total.

Last column: Löwdin charge in e.
Element x y z (Å)
O  2.667  0.349  2.914  0.142
C  1.539  0.695  2.721  -0.474
C  0.252  0.085  3.231  -0.105
C  -0.808  1.197  3.063  -0.634
S  -2.041  0.652  1.882  0.786
C  0.082  2.397  2.641  -0.668
S  -0.614  3.670  1.582  0.818
O  1.222  1.815  1.990  -0.032
H  0.422  -0.166  4.285  0.135
H  0.013  -0.856  2.725  0.112
H  -1.266  1.422  4.032  0.105
H  -2.979  1.560  2.171  -0.156
H  0.414  2.893  3.563  0.122
H  -0.749  4.569  2.559  -0.119
C  -4.109  6.251  1.073  -0.051
C  -4.767  4.898  1.237  -0.221
O  -3.994  4.024  2.066  -0.040
C  -4.053  3.987  3.404  -0.532
C  -4.839  5.032  4.154  0.024
O  -3.417  3.127  3.958  0.080
H  -4.055  6.790  2.019  0.071
H  -4.671  6.857  0.363  0.088
H  -3.093  6.129  0.696  0.077
H  -5.795  4.981  1.590  0.117
H  -4.798  4.381  0.279  0.117
H  -4.162  5.845  4.418  0.098
H  -5.208  4.581  5.072  0.093
H  -5.678  5.442  3.599  0.074
C  1.564  -2.359  -1.605  -0.059
C  1.336  -2.351  -0.111  -0.230
O  0.283  -3.242  0.282  -0.004
C  0.486  -4.555  0.505  -0.529
C  1.815  -5.173  0.133  0.011
O  -0.419  -5.208  0.948  0.100
H  1.897  -3.331  -1.959  0.049
H  2.325  -1.626  -1.872  0.087
H  0.636  -2.108  -2.121  0.083
H  2.249  -2.569  0.445  0.116
H  0.996  -1.369  0.217  0.112
H  1.736  -5.561  -0.882  0.093
H  1.996  -6.002  0.812  0.090
H  2.658  -4.490  0.170  0.064
C  8.100  -5.885  -2.067  -0.063
C  7.051  -5.717  -0.988  -0.234
O  6.006  -4.821  -1.385  0.003
C  4.937  -5.214  -2.103  -0.520
C  4.902  -6.599  -2.704  0.019
O  4.051  -4.422  -2.282  0.092
H  7.685  -6.343  -2.965  0.069
H  8.911  -6.517  -1.705  0.082
H  8.511  -4.914  -2.343  0.084
H  6.634  -6.673  -0.667  0.111
H  7.486  -5.247  -0.108  0.124
H  5.292  -6.539  -3.720  0.097
H  3.864  -6.917  -2.755  0.090
H  5.470  -7.345  -2.155  0.071
C  -1.422  2.783  -2.561  -0.054
C  -2.639  3.262  -1.801  -0.248
O  -3.467  4.141  -2.573  -0.009
C  -4.416  3.694  -3.423  -0.531
C  -4.474  2.224  -3.770  0.014
O  -5.162  4.494  -3.916  0.103
H  -1.698  2.182  -3.427  0.070
H  -0.791  2.178  -1.910  0.081
H  -0.843  3.636  -2.915  0.087
H  -3.227  2.433  -1.405  0.112
H  -2.331  3.864  -0.946  0.086
H  -3.889  2.065  -4.675  0.096
H  -5.509  1.972  -3.983  0.090
H  -4.103  1.561  -2.994  0.070

## Properties
Maximum force, Eh/bohr: 0.015
Gap between HOMO and LUMO, eV: 9.4499
Lowest unoccupied orbital energy, Ha: 0.0146
SMILES: O=C1C[C@H](S)[C@H](S)O1.CCOC(C)=O.CCOC(C)=O.CCOC(C)=O.CCOC(C)=O
Spin multiplicity: 1

---

No. 2
ORCA calculation (ωB97M-V/def2-TZVPD) on a cluster of 2 separate species, C2H8O2Si in total at a distorted geometry.

Last column: Löwdin charge in e.
Element x y z (Å)
O  -4.595  1.592  1.618  -0.431
Si  -3.454  0.652  1.810  0.637
H  -2.404  0.152  0.980  -0.097
H  -3.377  0.038  3.113  -0.082
C  2.343  -0.779  -0.805  -0.100
C  1.119  0.175  -1.146  -0.273
O  -0.156  -0.314  -0.612  -0.069
H  2.085  -1.492  0.005  0.068
H  2.785  -1.194  -1.742  0.068
H  3.126  -0.066  -0.347  0.081
H  1.226  0.150  -2.252  0.102
H  1.386  1.244  -0.880  0.114
H  -0.084  -0.157  0.259  -0.019

## Properties
Maximum force, Eh/bohr: 0.114
Gap between HOMO and LUMO, eV: 10.2812
Lowest unoccupied orbital energy, Ha: -0.0125
SMILES: O=[SiH2].CCO
Spin multiplicity: 1

---

No. 3
ORCA calculation (ωB97M-V/def2-TZVPD) on the molecule C5H11NO at a distorted geometry.

Last column: Löwdin charge in e.
Element x y z (Å)
C  -1.971  -1.246  -0.554  0.026
C  -0.738  -0.882  -0.886  -0.130
C  0.202  -0.034  -0.038  -0.635
C  1.495  0.267  -0.804  -0.048
C  0.515  -0.687  1.313  -0.031
N  -0.685  1.088  0.145  0.058
O  0.151  2.422  0.651  -0.143
H  -2.426  -0.917  0.369  0.060
H  -2.579  -1.841  -1.220  0.056
H  -0.325  -1.204  -1.833  0.102
H  2.044  -0.653  -1.000  0.085
H  1.275  0.761  -1.750  0.084
H  2.117  0.938  -0.213  0.077
H  -0.403  -0.905  1.856  0.077
H  1.054  -1.622  1.166  0.086
H  1.113  -0.001  1.911  0.080
H  -0.528  1.884  -0.587  0.137
H  -0.310  2.634  1.473  0.060

## Properties
Maximum force, Eh/bohr: 0.098
Gap between HOMO and LUMO, eV: 10.6979
Lowest unoccupied orbital energy, Ha: 0.0335
SMILES: C=CC(C)(C)NO
Spin multiplicity: 1

---

No. 4
ORCA calculation (ωB97M-V/def2-TZVPD) on a structure of composition CH4O3P4 at a distorted geometry.

Last column: Löwdin charge in e.
Element x y z (Å)
C  1.305  0.808  -0.072  -0.565
O  1.662  -1.614  -1.586  -0.935
O  3.377  -1.024  0.219  -0.426
O  0.959  -1.740  0.901  -0.540
P  0.159  -1.834  -2.375  0.322
P  -0.251  0.493  -1.083  0.237
P  -1.262  -0.555  0.446  0.281
P  1.918  -1.051  -0.020  0.116
H  2.118  1.083  -0.677  -0.023
H  0.880  1.244  0.788  -0.033
H  -2.603  -0.202  0.098  -0.244
H  -1.620  -1.823  -0.185  -0.189

## Properties
Maximum force, Eh/bohr: 0.104
Gap between HOMO and LUMO, eV: 5.4160
Lowest unoccupied orbital energy, Ha: 0.2575
Total charge: -2
Spin multiplicity: 1

---

No. 5
ORCA calculation (ωB97M-V/def2-TZVPD) on a cluster of 2 separate species, C4H8N3 in total at a distorted geometry.

Last column: Löwdin charge in e.
Element x y z (Å)
C  0.542  0.855  -0.799  -0.256
C  -2.001  -0.221  0.069  0.162
C  1.993  -0.285  0.447  -0.144
C  0.908  -1.188  -0.064  -0.196
N  1.617  0.979  -0.165  0.122
N  -0.060  -0.424  -0.823  0.084
N  -2.281  0.990  0.238  0.156
H  0.120  1.622  -1.544  0.158
H  -2.688  -1.070  0.284  0.130
H  2.079  -0.102  1.511  0.131
H  2.942  -0.554  0.133  0.109
H  1.237  -1.999  -0.653  0.118
H  0.354  -1.721  0.736  0.138
H  -3.169  1.485  0.624  0.215
H  -1.594  1.633  0.007  0.071

## Properties
Maximum force, Eh/bohr: 0.069
Gap between HOMO and LUMO (alpha / beta), eV: 7.9841 / 8.0151
Lowest unoccupied orbital energy (alpha / beta), Ha: -0.2145 / -0.2139
Total charge: +1
Spin multiplicity: 1

---

No. 6
ORCA calculation (ωB97M-V/def2-TZVPD) on a structure of composition C10H24AlNO4 at a distorted geometry.

Last column: Löwdin charge in e.
Element x y z (Å)
C  1.990  0.290  0.096  -0.256
Al  2.271  1.467  -1.546  0.231
C  2.642  0.221  -3.134  -0.204
C  1.523  -0.701  -3.424  -0.513
O  0.353  -0.397  -3.344  0.058
O  1.779  -2.012  -3.868  0.059
C  2.930  -2.618  -3.409  -0.509
C  4.113  -2.542  -4.323  0.011
O  2.922  -3.230  -2.367  0.124
H  2.907  0.221  0.674  -0.028
H  1.247  0.772  0.730  -0.064
H  1.688  -0.730  -0.132  -0.023
H  1.007  2.435  -1.823  -0.118
H  3.653  2.292  -1.312  -0.113
H  2.796  0.826  -4.023  0.069
H  3.584  -0.279  -2.928  0.045
H  4.102  -1.605  -4.860  0.079
H  4.103  -3.341  -5.049  0.088
H  5.000  -2.567  -3.710  0.089
C  -2.128  1.621  1.152  0.027
N  -2.875  0.572  1.927  -0.367
C  -3.760  -0.147  0.964  0.008
C  -3.709  1.217  2.973  0.010
C  -1.948  -0.457  2.533  -0.096
C  -1.001  0.035  3.601  -0.228
O  -0.162  1.023  3.048  -0.052
H  -2.845  2.160  0.537  0.113
H  -1.652  2.308  1.836  0.103
H  -1.389  1.129  0.524  0.119
H  -4.446  0.571  0.525  0.111
H  -4.311  -0.915  1.500  0.110
H  -3.139  -0.593  0.192  0.123
H  -3.068  1.790  3.635  0.106
H  -4.239  0.446  3.526  0.115
H  -4.415  1.883  2.484  0.114
H  -1.390  -0.877  1.697  0.151
H  -2.588  -1.228  2.961  0.139
H  -0.415  -0.830  3.926  0.137
H  -1.540  0.420  4.475  0.119
H  0.412  1.372  3.733  0.111

## Properties
Maximum force, Eh/bohr: 0.030
Gap between HOMO and LUMO, eV: 6.5326
Lowest unoccupied orbital energy, Ha: -0.0233
Spin multiplicity: 1

---

No. 7
ORCA calculation (ωB97M-V/def2-TZVPD) on a structure of composition C21H37Cl30O5P at a distorted geometry.

Last column: Löwdin charge in e.
Element x y z (Å)
O  2.325  -0.004  -1.320  -0.500
P  2.532  0.772  -2.601  0.701
C  1.886  2.506  -2.332  -0.228
C  2.626  3.622  -2.595  -0.147
C  4.048  3.773  -3.149  -0.131
C  5.138  4.092  -2.063  -0.253
O  6.294  3.308  -2.425  -0.136
C  1.607  4.736  -2.220  -0.428
O  1.985  5.851  -2.100  0.183
O  0.315  4.248  -2.105  0.060
C  0.474  2.869  -1.812  -0.590
O  -0.350  2.184  -1.333  0.054
H  3.943  0.799  -2.812  0.034
H  1.859  0.062  -3.619  -0.007
H  4.342  2.848  -3.678  0.054
H  4.030  4.617  -3.875  0.134
H  5.469  5.152  -2.176  0.077
H  4.810  3.914  -1.019  0.056
H  6.634  2.875  -1.627  0.029
C  1.349  1.874  -6.459  -0.960
Cl  0.764  0.220  -6.649  0.508
Cl  2.448  2.012  -5.078  0.666
H  1.876  2.169  -7.362  0.036
H  0.502  2.532  -6.293  -0.011
C  -1.085  0.121  1.293  -1.004
Cl  -1.703  -1.529  1.101  0.524
Cl  0.052  0.230  2.648  0.532
H  -0.574  0.415  0.379  0.011
H  -1.928  0.780  1.484  -0.064
C  -2.842  1.896  -4.181  -1.035
Cl  -1.386  1.366  -5.037  0.497
Cl  -2.994  3.659  -4.203  0.528
H  -3.711  1.461  -4.665  0.007
H  -2.784  1.562  -3.151  -0.011
C  -3.973  -1.620  -2.872  -1.017
Cl  -2.342  -1.064  -3.267  0.551
Cl  -5.114  -1.261  -4.180  0.529
H  -3.948  -2.694  -2.712  0.030
H  -4.305  -1.119  -1.969  -0.053
C  -7.136  -1.569  -0.769  -1.041
Cl  -8.074  -0.186  -0.197  0.522
Cl  -5.556  -1.651  0.030  0.547
H  -7.690  -2.485  -0.554  -0.106
H  -6.983  -1.472  -1.841  0.004
C  -1.435  -5.386  0.648  -1.033
Cl  -1.955  -6.123  -0.871  0.504
Cl  -2.250  -6.124  2.036  0.514
H  -0.363  -5.522  0.756  0.014
H  -1.673  -4.327  0.624  -0.025
C  3.013  -2.939  0.054  -1.029
Cl  1.765  -3.683  -0.951  0.506
Cl  4.524  -3.861  0.001  0.491
H  3.199  -1.932  -0.313  -0.015
H  2.660  -2.901  1.080  0.026
C  8.552  6.832  -1.973  -1.006
Cl  8.111  6.165  -3.549  0.524
Cl  7.704  6.005  -0.661  0.537
H  9.622  6.713  -1.828  0.025
H  8.290  7.885  -1.951  0.026
C  -9.862  -5.227  -1.091  -0.991
Cl  -9.479  -3.503  -0.974  0.601
Cl  -9.408  -6.088  0.382  0.518
H  -10.930  -5.339  -1.248  0.028
H  -9.317  -5.651  -1.928  0.029
C  1.925  3.107  1.739  -0.927
Cl  3.547  3.714  1.384  0.543
Cl  0.779  3.548  0.463  0.818
H  1.964  2.025  1.817  -0.014
H  1.586  3.535  2.679  0.033
C  -4.652  0.323  3.004  -1.055
Cl  -4.225  1.181  1.520  0.542
Cl  -6.326  0.634  3.471  0.521
H  -4.524  -0.742  2.840  -0.034
H  -3.994  0.657  3.804  -0.030
C  -2.435  -2.008  5.356  -1.026
Cl  -2.588  -0.302  5.814  0.539
Cl  -3.979  -2.666  4.800  0.543
H  -1.706  -2.092  4.554  0.014
H  -2.103  -2.573  6.218  -0.039
C  0.751  -0.555  7.585  -1.023
Cl  0.196  -2.220  7.367  0.534
Cl  1.892  -0.425  8.927  0.515
H  1.241  -0.227  6.673  0.026
H  -0.109  0.076  7.791  0.013
C  6.464  0.719  1.292  -0.992
Cl  8.086  1.324  0.929  0.519
Cl  5.319  1.152  0.020  0.550
H  6.503  -0.363  1.376  0.028
H  6.128  1.152  2.229  0.027
C  -0.676  -7.224  5.356  -1.039
Cl  -0.234  -5.553  5.733  0.486
Cl  -0.991  -8.154  6.825  0.508
H  -1.572  -7.220  4.743  -0.008
H  0.142  -7.688  4.814  0.028

## Properties
Maximum force, Eh/bohr: 0.081
Gap between HOMO and LUMO, eV: 9.1919
Lowest unoccupied orbital energy, Ha: -0.0314
Spin multiplicity: 1

---

No. 8
ORCA calculation (ωB97M-V/def2-TZVPD) on a cluster of 2 separate species, C2H5N3O in total at a distorted geometry.

Last column: Löwdin charge in e.
Element x y z (Å)
H  -0.565  2.111  -0.675  0.085
N  -0.144  1.188  -0.597  0.040
N  -0.657  0.781  0.436  -0.109
C  -0.166  -0.506  0.907  -0.072
H  0.266  -0.102  1.801  0.086
H  0.331  -0.903  0.038  0.051
H  -1.101  -1.077  0.983  0.093
N  0.996  -0.279  -2.410  0.169
C  0.589  -1.378  -2.567  -0.464
O  0.092  -2.407  -2.753  0.132
H  0.755  0.464  -1.765  -0.011

## Properties
Maximum force, Eh/bohr: 0.058
Gap between HOMO and LUMO, eV: 10.3224
Lowest unoccupied orbital energy, Ha: 0.0170
SMILES: [H]/N=N/C.N=C=O
Spin multiplicity: 1